(1)
The following is a quantum chemistry calculation of a cluster of 2 separate species, C9H13N3 in total in a non-equilibrium geometry, from the OMol25 dataset.

Last column: Mulliken charge in e.
Positions of all 25 atoms, in Å:
C -3.39 -0.71 -0.01  -0.22
C -2.95 0.02 1.09  -0.65
C -2.59 -0.99 -1.09  -0.59
C -1.62 0.48 1.16  -0.30
C -1.25 -0.56 -1.08  0.05
C -0.66 0.03 0.09  -0.03
C 1.17 2.69 -0.21  0.05
C 1.74 -0.24 0.18  0.15
C 3.18 -2.18 0.32  -0.88
N 0.22 3.51 -0.43  -0.13
N 1.95 -1.54 0.08  -0.13
N 0.61 0.35 0.28  -0.14
H -4.38 -1.00 0.08  0.47
H -3.62 0.12 1.91  0.41
H -3.00 -1.43 -2.05  0.37
H -1.31 0.94 2.00  0.65
H -0.70 -0.73 -2.03  0.42
H 2.22 2.89 -0.22  0.38
H 2.64 0.35 0.03  0.21
H 3.20 -3.18 -0.34  0.31
H 3.39 -2.45 1.32  0.38
H 4.22 -1.72 -0.09  0.32
H 0.40 4.51 -0.60  0.30
H -0.65 3.10 -0.58  0.26
H 1.18 -2.27 0.16  0.33

Charge: +2
HOMO level (alpha / beta), eV: -17.044 / -16.571
Energy relative to the best compared isomer or geometry (same formula, charge and spin), kcal/mol: 126.4



(2)
The following is a quantum chemistry calculation of an isolated molecule of C3H4O3 in a non-equilibrium geometry, from the OMol25 dataset.

Last column: Mulliken charge in e.
Positions of all 10 atoms, in Å:
C -0.38 -0.18 -0.14  0.14
C 0.18 0.88 -0.97  0.66
C 0.11 -0.90 1.15  -1.11
O 0.34 -0.38 -1.35  -0.41
O 0.96 1.99 -0.94  -0.29
O -0.28 1.96 -1.69  -0.28
H -1.46 -0.20 -0.37  0.31
H -0.33 -1.81 1.25  0.36
H -0.42 -0.45 1.93  0.34
H 1.28 -0.92 1.12  0.28

Charge: 0
HOMO level, eV: -10.612
SMILES: C[C@@H]1OC12OO2
Energy relative to the best compared isomer or geometry (same formula, charge and spin), kcal/mol: 139.3



(3)
The following is a quantum chemistry calculation of a cluster of 4 separate species, C2H11NO3 in total in a non-equilibrium geometry, from the OMol25 dataset.

Last column: Mulliken charge in e.
Positions of all 17 atoms, in Å:
C -0.04 1.93 2.17  -0.59
C 1.34 2.03 2.34  0.12
N 2.00 0.86 2.01  -0.29
H -0.41 1.09 1.79  0.00
H -0.75 2.79 2.26  0.21
H 1.84 2.68 3.02  0.31
H 1.41 0.15 1.57  0.13
H 2.87 0.70 2.13  0.12
H -2.22 0.25 0.37  0.29
H -2.80 1.25 1.15  0.32
O -2.85 0.94 0.28  -0.61
H 0.00 -2.41 -6.37  0.30
H 0.01 -3.91 -6.16  0.33
O -0.55 -3.13 -6.39  -0.63
H -0.63 -1.61 -0.46  0.33
H 0.79 -2.01 -0.05  0.32
O -0.03 -1.60 0.36  -0.65

Charge: 0
HOMO level, eV: -7.770
SMILES: C=CN.O.O.O
Energy relative to the best compared isomer or geometry (same formula, charge and spin), kcal/mol: 54.4



(4)
The following is a quantum chemistry calculation of a cluster of 2 separate species, C4H12NS in total in a non-equilibrium geometry, from the OMol25 dataset.

Last column: Mulliken spin population.
Positions of all 18 atoms, in Å:
C -0.55 0.62 1.33  -0.04
C 0.46 1.39 2.07  0.77
C 1.67 1.80 1.36  -0.04
S -0.51 -0.38 -2.55  0.00
C -1.28 -1.95 -3.01  0.00
N -0.11 -0.85 0.62  0.18
H -1.56 0.33 1.61  0.01
H -0.42 1.23 0.42  0.01
H 1.46 2.24 0.38  0.01
H 0.58 1.05 3.14  0.02
H 2.43 0.85 1.27  0.09
H 2.27 2.62 1.70  0.02
H -2.07 -1.86 -3.75  0.00
H -1.82 -2.41 -2.15  0.00
H -0.52 -2.68 -3.27  0.00
H -0.01 -1.47 1.46  -0.02
H 0.76 -0.35 0.45  -0.01
H -0.77 -0.18 -1.08  0.00

Charge: 0
HOMO level (alpha / beta), eV: -8.283 / -8.374
Energy relative to the best compared isomer or geometry (same formula, charge and spin), kcal/mol: 58.0
Spin multiplicity: 2



(5)
The following is a quantum chemistry calculation of an isolated molecule of C3H7Br in a non-equilibrium geometry, from the OMol25 dataset.

Last column: Mulliken charge in e.
Positions of all 11 atoms, in Å:
C -0.46 1.24 -0.33  -1.08
C 0.05 -0.19 -0.53  -0.38
C 0.45 -0.92 0.73  -0.58
Br 1.16 -2.70 0.35  -0.19
H -0.03 1.77 0.60  0.28
H -1.53 1.15 0.13  0.25
H -0.46 1.90 -1.20  0.32
H -0.79 -0.54 -0.96  0.31
H 0.80 -0.12 -1.32  0.36
H -0.43 -1.19 1.27  0.34
H 1.23 -0.40 1.25  0.38

Charge: 0
HOMO level, eV: -10.120
SMILES: CCCBr
Energy relative to the best compared isomer or geometry (same formula, charge and spin), kcal/mol: 0.0



(6)
The following is a quantum chemistry calculation of a structure of composition C35H36F3GeN2SSeW in a non-equilibrium geometry, from the OMol25 dataset.

Last column: Mulliken charge in e.
Positions of all 80 atoms, in Å:
W -0.82 -0.10 0.59  -0.14
C -1.21 3.18 2.17  -1.57
C -1.50 1.71 1.98  1.21
C -2.68 1.30 1.28  1.49
C -3.55 2.32 0.61  -2.47
C -3.08 -0.06 1.30  0.28
C -4.41 -0.45 0.71  -1.67
C -2.34 -1.00 2.10  2.10
C -2.79 -2.44 2.20  -2.75
C -1.33 -0.54 2.99  -0.06
C -0.88 -1.40 4.13  -1.80
C -0.79 0.75 2.80  0.90
C 0.38 1.19 3.63  -2.42
H -2.11 3.77 2.05  0.50
H -0.46 3.57 1.47  0.21
H -0.84 3.37 3.17  0.46
H -4.24 2.74 1.35  0.48
H -4.17 1.88 -0.17  0.50
H -2.99 3.15 0.18  0.63
H -5.19 0.21 1.11  0.45
H -4.70 -1.46 0.97  0.46
H -4.44 -0.36 -0.38  0.32
H -3.59 -2.53 2.94  0.44
H -1.98 -3.09 2.52  0.53
H -3.18 -2.82 1.25  0.63
H -0.06 -2.08 3.88  0.30
H -1.71 -2.02 4.48  0.49
H -0.55 -0.79 4.97  0.45
H 0.04 1.53 4.62  0.56
H 0.93 2.01 3.17  0.44
H 1.07 0.36 3.81  0.56
F -2.69 -0.90 -5.38  -0.27
C -2.38 -1.16 -4.13  0.55
F -3.40 -1.81 -3.56  -0.22
F -1.33 -2.01 -4.12  -0.13
C -2.03 0.08 -3.34  -0.13
C -1.88 1.33 -3.92  -0.63
C -1.48 2.39 -3.11  -1.33
C -1.22 2.17 -1.78  -0.13
N -1.37 0.96 -1.20  0.74
C -1.77 -0.07 -1.98  0.51
S -1.84 -1.56 -1.10  -0.22
H -2.07 1.46 -4.98  0.62
H -1.32 3.38 -3.53  0.54
H -0.86 2.97 -1.14  0.46
Se 0.70 -1.98 1.02  0.05
C 1.12 -3.38 -0.31  0.73
C 0.14 -4.18 -0.86  -0.16
C 0.54 -5.14 -1.79  -0.69
N 1.79 -5.26 -2.12  -0.46
C 2.75 -4.54 -1.60  -0.55
C 2.46 -3.55 -0.66  -0.41
H -0.90 -4.11 -0.58  0.52
H -0.17 -5.81 -2.27  0.41
H 3.76 -4.74 -1.93  0.41
H 3.24 -2.96 -0.22  0.49
Ge 1.26 1.27 0.32  1.48
C 3.01 1.25 1.29  0.76
C 3.54 0.13 1.93  0.16
C 4.82 0.17 2.46  -0.97
C 5.56 1.34 2.38  -0.57
C 5.04 2.45 1.73  -0.78
C 3.75 2.43 1.23  -0.76
C 1.63 0.99 -1.63  -0.09
C 2.24 1.98 -2.38  -0.47
C 2.54 1.76 -3.72  -0.85
C 2.20 0.55 -4.31  -0.83
C 1.56 -0.43 -3.58  -0.61
C 1.28 -0.21 -2.24  0.64
H 1.17 2.81 0.23  -0.38
H 2.97 -0.79 2.01  0.25
H 5.22 -0.70 2.95  0.47
H 6.52 1.39 2.87  0.44
H 5.63 3.35 1.63  0.45
H 3.33 3.31 0.77  0.38
H 2.52 2.92 -1.92  0.44
H 3.05 2.52 -4.29  0.50
H 2.44 0.38 -5.35  0.48
H 1.30 -1.37 -4.04  0.62
H 0.80 -1.01 -1.66  0.03

Charge: +3
HOMO level (alpha / beta), eV: -16.620 / -16.619



(7)
The following is a quantum chemistry calculation of an isolated molecule of C2H5N2OP in a non-equilibrium geometry, from the OMol25 dataset.

Last column: Mulliken charge in e.
Positions of all 11 atoms, in Å:
C -0.58 -1.42 0.09  0.03
C -0.86 -0.48 0.96  -0.46
N 1.48 -0.43 -0.57  -0.27
N 0.96 0.94 -0.50  -0.31
O 0.47 -1.44 -0.71  -0.24
P 0.05 1.13 0.97  -0.08
H -1.27 -2.27 0.11  0.29
H -1.62 -0.60 1.60  0.46
H 1.97 -0.69 -1.40  0.25
H 1.62 1.68 -0.40  0.30
H -1.04 1.89 0.35  0.03

Charge: 0
HOMO level, eV: -8.165
SMILES: c1c[pH][nH][nH]o1
Energy relative to the best compared isomer or geometry (same formula, charge and spin), kcal/mol: 101.3